18
Properties=species:S:1:pos:R:3:forces:R:3 method="wB97M-V/def2-TZVPD" charge=0 e_above_lowest_ev=1.444 max_force_ev_per_a=2.89
O 2.22538 0.60621 1.41515 0.376 -0.106 -0.006
H 1.89271 -0.15521 0.91606 -0.162 -0.078 -0.017
H 3.07011 0.83123 1.00399 -0.313 0.060 0.056
O 2.72154 0.35906 -1.64748 -1.621 1.186 -0.432
H 3.10567 0.72582 -2.43372 -0.106 0.710 -0.834
H 3.40169 -0.21184 -1.41201 1.790 -1.952 1.167
O -0.32555 1.66498 0.82630 -1.339 0.260 0.566
H -0.37165 1.93343 -0.07689 0.031 0.356 -0.876
H 0.54516 1.31166 0.93357 1.245 -0.305 0.315
O -2.20159 -0.42669 -0.71509 0.106 0.242 -0.584
H -2.58553 0.46100 -0.72180 0.110 -0.048 0.268
H -1.79422 -0.50999 -1.58504 -0.294 -0.133 -0.105
O 0.45395 -1.22566 0.00557 0.829 -0.710 -0.899
H -0.38948 -0.85640 -0.26052 -0.561 0.466 0.542
H 0.80010 -1.57079 -0.84016 0.024 0.171 0.673
O -3.79337 -0.71773 1.55163 0.095 0.415 -1.317
H -3.19265 -0.90334 0.79327 -0.538 -0.030 0.989
H -3.56228 -1.31573 2.24717 0.328 -0.504 0.495

18
Properties=species:S:1:pos:R:3:forces:R:3 method="wB97M-V/def2-TZVPD" charge=0 e_above_lowest_ev=2.245 max_force_ev_per_a=1.79
O -0.21982 -0.70318 -0.43956 -0.155 0.070 -0.285
H -0.00312 -1.62800 -0.60306 0.039 0.055 0.213
H -1.11288 -0.60628 -0.78891 0.063 -0.036 0.103
O -1.11990 3.60849 -2.88612 0.060 -0.654 -1.667
H -0.36041 3.16945 -2.48685 0.175 0.240 -0.030
H -1.17331 3.22731 -3.76978 -0.253 0.097 -0.035
O -0.72524 4.05573 -0.62707 0.293 -0.223 1.210
H -1.40114 3.82130 -1.27298 -0.255 0.340 0.296
H -0.60536 3.25090 -0.11047 -0.005 0.159 0.239
O 0.62799 -2.97477 1.89959 0.159 -0.125 0.117
H 0.39610 -3.25993 2.79060 0.187 0.022 -0.176
H 1.57945 -3.11960 1.84718 -0.043 0.078 -0.010
O -2.26720 -3.25518 2.45889 -0.091 -0.139 0.213
H -1.56450 -3.29793 3.11720 -0.225 0.088 -0.148
H -2.99292 -3.74800 2.85820 0.016 0.053 -0.052
O 3.37614 0.20697 -0.59557 0.203 0.091 -0.035
H 3.28418 1.00843 -1.12300 -0.083 -0.090 0.059
H 4.28195 0.24427 -0.26829 -0.087 -0.025 -0.012

18
Properties=species:S:1:pos:R:3:forces:R:3 method="wB97M-V/def2-TZVPD" charge=0 e_above_lowest_ev=1.280 max_force_ev_per_a=0.83
O 0.24108 -2.69627 -1.25402 0.199 -0.608 -0.075
H -0.41667 -2.66687 -1.94882 -0.140 -0.017 -0.105
H 0.18221 -1.83944 -0.83140 -0.004 0.483 -0.030
O 2.50897 0.56333 -1.39317 0.033 -0.174 0.122
H 2.81181 1.19911 -0.74486 0.169 0.196 0.135
H 2.26006 1.09298 -2.15063 -0.070 0.110 -0.264
O -2.44022 -1.14927 0.84983 -0.676 -0.410 0.265
H -1.73283 -0.79342 0.31205 0.481 0.268 -0.244
H -2.68494 -0.42946 1.43138 -0.057 0.112 0.122
O -0.81767 2.63676 -1.00716 0.374 0.067 -0.152
H -1.55291 2.11508 -1.32888 -0.286 -0.159 -0.153
H -1.10684 2.95794 -0.15308 -0.072 0.132 0.259
O -0.16395 -0.05448 -0.24435 -0.258 -0.251 -0.110
H 0.07513 0.82409 -0.53963 0.057 0.389 -0.357
H 0.36158 -0.19421 0.54338 0.071 -0.140 0.618
O 0.62968 -0.36348 2.52102 0.123 0.230 -0.200
H 0.27362 -0.68493 3.34934 -0.257 -0.153 0.113
H 1.57196 -0.51749 2.58897 0.313 -0.075 0.056

18
Properties=species:S:1:pos:R:3:forces:R:3 method="wB97M-V/def2-TZVPD" charge=0 e_above_lowest_ev=2.499 max_force_ev_per_a=1.92
O 0.46590 1.07547 -0.64259 0.960 -1.258 -0.554
H -0.18896 0.45412 -0.30485 0.186 -0.106 -0.192
H 1.28988 0.79633 -0.22771 0.034 -0.130 -0.218
O -4.09920 1.53030 -0.80277 0.125 0.124 0.142
H -3.56854 2.32210 -0.94576 -0.085 0.014 -0.085
H -4.73620 1.79343 -0.12899 0.036 -0.062 -0.051
O -0.83270 2.61693 0.51533 -1.245 1.017 1.055
H -0.41200 2.15499 1.24923 -0.052 0.190 -0.158
H -1.47700 1.98420 0.17841 0.044 0.197 0.053
O 3.66876 1.95450 2.53255 -0.145 -0.096 -0.179
H 3.53359 1.04593 2.24061 0.091 0.044 0.081
H 3.36232 2.48740 1.79019 0.056 0.051 0.082
O -2.62163 -3.42258 -1.29302 0.150 -0.127 0.128
H -2.83980 -4.17979 -0.73802 -0.050 0.076 -0.065
H -1.65868 -3.38643 -1.27244 -0.089 0.045 -0.064
O 3.34961 -2.69931 -0.59789 -0.041 -0.177 -0.022
H 3.02937 -3.48496 -0.14052 0.039 0.093 0.001
H 3.73529 -3.04262 -1.41176 -0.013 0.103 0.045

18
Properties=species:S:1:pos:R:3:forces:R:3 method="wB97M-V/def2-TZVPD" charge=0 e_above_lowest_ev=1.407 max_force_ev_per_a=0.72
O -1.38274 2.22912 -1.49225 0.004 -0.112 -0.075
H -0.80959 1.45508 -1.54525 0.003 0.050 -0.029
H -2.01825 2.11655 -2.20747 0.027 0.021 0.088
O -0.14155 -0.94248 0.67610 0.532 -0.184 -0.390
H 0.80979 -1.10784 0.78697 -0.144 0.204 0.146
H -0.21347 -0.47242 -0.16727 0.065 -0.092 0.125
O 2.91414 -0.95758 0.73739 -0.063 -0.182 -0.290
H 3.78640 -0.57543 0.88370 -0.129 0.058 0.105
H 3.01177 -1.48650 -0.06231 0.156 0.000 0.112
O -0.17904 1.08957 2.63184 0.082 -0.132 -0.447
H -0.19058 1.97622 2.25755 -0.059 -0.067 0.039
H -0.28996 0.48641 1.86483 -0.039 0.339 0.637
O 0.55431 -0.17260 -2.11490 0.071 -0.023 -0.166
H 0.73963 0.14880 -3.00570 -0.036 0.024 0.111
H 1.05759 -0.99064 -2.03756 -0.099 0.036 -0.017
O -2.79441 -0.86576 1.23252 -0.154 -0.323 -0.031
H -2.01164 -1.43843 1.21413 -0.206 0.369 0.019
H -2.84240 -0.49206 0.34765 -0.012 0.015 0.061

18
Properties=species:S:1:pos:R:3:forces:R:3 method="wB97M-V/def2-TZVPD" charge=0 e_above_lowest_ev=2.680 max_force_ev_per_a=5.12
O -0.71132 1.09403 1.36923 -2.253 -1.056 -0.769
H -1.60711 0.76622 1.02496 1.893 0.535 0.970
H -0.58975 1.86166 0.81561 0.304 0.489 -0.019
O 2.55330 -1.31201 0.34730 -0.509 -1.553 -2.470
H 2.79103 -1.32660 1.25225 0.398 -0.545 1.255
H 2.49234 -2.23639 -0.05475 0.117 1.866 1.355
O -3.76606 -1.99061 0.05410 3.315 2.406 -0.631
H -4.53462 -2.39841 -0.26267 -1.599 -0.637 -1.161
H -3.31569 -1.41960 -0.67290 -1.663 -1.768 1.763
O 3.49293 1.20379 -0.23761 -0.404 1.129 -2.812
H 4.31215 1.22083 0.24083 0.728 0.088 0.041
H 3.68116 1.51418 -1.19754 -0.207 -0.847 2.706
O -1.91339 3.72929 -0.42869 0.233 -5.052 0.770
H -1.12683 3.25199 -0.77178 -0.820 0.702 0.184
H -1.80820 4.59144 -0.63645 0.633 4.346 -1.072
O 0.33946 -2.71373 -0.50146 -1.295 -0.804 -0.032
H 0.18611 -2.65500 0.45216 0.271 0.319 -0.130
H -0.47552 -3.18109 -0.79259 0.858 0.384 0.051

18
Properties=species:S:1:pos:R:3:forces:R:3 method="wB97M-V/def2-TZVPD" charge=0 e_above_lowest_ev=1.279 max_force_ev_per_a=0.90
O 0.03057 8.71631 -9.49084 -0.134 -0.243 -0.610
H -0.45198 9.47014 -9.83012 -0.039 0.154 -0.166
H -0.08954 8.76161 -8.54229 0.300 0.060 0.580
O 0.67724 6.96418 -5.28755 0.062 -0.316 0.124
H 1.13890 6.31871 -4.75232 0.156 -0.306 0.211
H -0.05379 6.47943 -5.67078 -0.267 0.033 -0.269
O 0.38343 9.24009 -6.76357 0.603 0.186 -0.642
H -0.45042 9.43155 -6.33429 -0.743 -0.022 0.408
H 0.86836 8.71844 -6.12409 0.037 -0.318 -0.041
O 2.23088 8.86254 -4.03505 0.161 0.138 0.299
H 2.47426 9.54989 -4.65517 0.175 0.298 -0.080
H 1.85538 8.17035 -4.57921 -0.099 -0.057 0.018
O -1.92350 9.68532 -5.50557 -0.235 -0.079 0.055
H -1.75640 10.12218 -4.67043 0.177 0.120 0.357
H -2.72016 10.09914 -5.83770 -0.259 0.044 -0.198
O 0.40217 11.99076 -6.69361 -0.010 0.828 0.148
H -0.53302 12.11309 -6.85695 -0.151 0.121 -0.061
H 0.53787 11.04643 -6.77142 0.267 -0.642 -0.132

18
Properties=species:S:1:pos:R:3:forces:R:3 method="wB97M-V/def2-TZVPD" charge=0 e_above_lowest_ev=1.182 max_force_ev_per_a=0.25
O -0.22929 -0.09670 0.32861 0.137 -0.029 0.043
H 0.47880 0.32216 -0.17896 -0.121 0.050 0.011
H 0.21222 -0.75383 0.87826 -0.006 -0.061 -0.132
O 1.35854 -2.92193 1.38893 -0.136 -0.018 0.088
H 1.30043 -3.79373 0.98332 -0.028 0.085 -0.036
H 0.99443 -3.02946 2.27474 0.085 0.002 -0.032
O 3.29037 -0.84162 0.70721 -0.171 -0.021 -0.044
H 2.63569 -1.54515 0.83831 0.216 -0.004 0.031
H 3.80738 -1.11303 -0.05693 -0.031 0.019 0.026
O -2.60409 0.12949 -1.97117 0.009 0.021 -0.127
H -3.02924 0.50517 -2.74845 0.017 0.033 0.081
H -1.96668 0.78826 -1.67102 -0.013 -0.132 0.100
O -2.16748 1.79801 1.31219 0.028 -0.126 -0.094
H -1.69653 1.00141 1.00729 0.043 0.236 0.057
H -1.80491 1.97566 2.18463 0.008 -0.008 -0.035
O 0.12766 2.30159 -1.74309 -0.131 -0.038 0.102
H -0.19109 2.92302 -1.07662 -0.014 -0.081 -0.013
H -0.51621 2.35069 -2.45724 0.107 0.072 -0.027

18
Properties=species:S:1:pos:R:3:forces:R:3 method="wB97M-V/def2-TZVPD" charge=0 e_above_lowest_ev=2.873 max_force_ev_per_a=9.23
O 0.02539 0.05978 0.11472 -3.488 -1.578 -0.848
H -0.98761 -0.30522 -0.09828 3.812 1.989 0.868
H 0.05039 1.02678 0.05172 -0.840 -0.036 -0.215
O 0.04739 3.22178 -0.33428 -2.649 0.678 -0.404
H -0.59961 3.71178 -0.96228 2.441 -1.328 1.317
H 0.94639 3.14978 -0.63028 0.324 0.516 -0.907
O 2.43439 -0.23722 1.70672 -2.131 1.100 -1.781
H 1.64539 0.08678 1.14372 1.272 -1.916 0.748
H 2.55339 0.63178 2.06872 0.973 0.574 1.126
O -0.00561 -1.86322 3.06172 -0.273 0.003 -0.254
H 0.49139 -2.57522 3.42572 0.316 -0.948 1.785
H 0.39839 -2.00522 2.21372 -0.073 1.014 -1.495
O -2.78561 -0.41622 -1.65428 0.380 8.453 3.675
H -3.62561 0.14878 -1.56828 1.993 -1.455 -0.216
H -3.01461 -1.16122 -2.00728 -2.214 -7.006 -3.328
O 0.92939 -1.56422 -2.08728 1.517 0.509 -4.232
H 1.04639 -0.92322 -2.88728 -0.022 -2.094 1.820
H 0.45039 -0.98622 -1.55728 -1.338 1.525 2.341

18
Properties=species:S:1:pos:R:3:forces:R:3 method="wB97M-V/def2-TZVPD" charge=0 e_above_lowest_ev=2.157 max_force_ev_per_a=3.19
O -1.18729 -3.39746 -5.85174 -1.479 1.400 -0.459
H -0.73035 -4.17808 -5.66629 1.183 -1.964 0.586
H -0.61860 -2.67915 -5.60472 0.469 0.533 0.257
O 3.24811 -1.83640 -1.63950 -0.706 2.117 -1.145
H 2.71304 -0.99280 -1.52890 1.046 -1.888 0.177
H 3.13136 -2.39182 -0.88554 -0.369 -0.224 1.056
O -1.45176 -3.44402 -8.57177 -1.348 0.243 1.378
H -2.44811 -3.31168 -8.62212 2.045 -0.267 0.264
H -1.22861 -3.42905 -7.57609 -0.859 0.056 -2.024
O 1.45136 -2.51789 1.18156 0.614 -0.068 0.777
H 0.79965 -2.56309 0.48800 -0.559 -0.235 0.023
H 1.12256 -2.95743 1.98867 -0.037 0.300 -0.888
O -1.06287 7.79134 8.93747 0.127 -1.050 0.360
H -1.53873 8.12659 8.19419 -0.478 0.342 -0.743
H -0.67505 8.54490 9.35614 0.352 0.703 0.381
O -0.78111 3.00688 5.08575 1.045 0.858 -1.671
H -0.79197 2.76417 6.02097 0.968 0.532 -0.375
H 0.04839 3.46499 4.69391 -2.014 -1.387 2.047

18
Properties=species:S:1:pos:R:3:forces:R:3 method="wB97M-V/def2-TZVPD" charge=0 e_above_lowest_ev=1.113 max_force_ev_per_a=1.01
O 0.37577 -1.13693 -0.31944 0.358 0.279 -0.169
H 0.64524 -0.32536 0.11064 0.281 0.253 0.410
H -0.13883 -0.84945 -1.07361 -0.409 -0.124 -0.459
O -1.65844 1.91060 -0.06822 0.258 -0.002 0.023
H -2.39974 2.50216 0.06127 -0.170 0.167 0.204
H -1.71887 1.64757 -0.98659 -0.063 -0.251 -0.252
O 0.99691 1.72294 0.96985 0.326 -0.013 -0.390
H 1.41884 2.47903 0.56175 0.158 0.211 -0.132
H 0.08729 1.76769 0.67521 -0.873 0.125 0.010
O 2.42026 0.76649 2.96818 0.490 -0.241 0.654
H 3.29176 0.55187 2.63554 0.214 -0.131 0.058
H 1.98644 1.20743 2.23769 -0.465 0.057 -0.201
O -1.54845 -0.71252 -2.76780 0.079 0.298 0.364
H -1.61503 -1.50193 -3.30505 -0.047 -0.344 -0.036
H -1.21548 -0.04294 -3.36532 0.096 0.154 -0.258
O -0.67105 -3.42227 0.44162 -0.470 -0.882 0.160
H -0.06622 -3.95000 0.96308 0.033 -0.184 0.106
H -0.19039 -2.61439 0.26120 0.205 0.627 -0.093

18
Properties=species:S:1:pos:R:3:forces:R:3 method="wB97M-V/def2-TZVPD" charge=0 e_above_lowest_ev=2.527 max_force_ev_per_a=5.54
O 1.23516 -0.22469 1.76031 -4.160 1.018 -0.534
H 2.03921 -0.61063 1.55059 2.221 -1.215 -1.021
H 0.57924 -0.34766 1.00015 1.899 0.312 1.403
O -2.32417 2.56372 0.77752 -0.986 1.755 -1.139
H -1.90367 2.68777 1.64056 -0.379 0.548 -0.350
H -2.76801 3.42974 0.43669 1.415 -2.291 1.493
O 5.03304 -1.14149 -0.69965 1.692 3.981 3.461
H 4.77783 -1.31782 0.21922 0.118 -0.143 -0.655
H 4.73803 -1.79080 -1.22460 -1.790 -3.857 -2.798
O 0.77181 3.46674 -1.22303 2.786 -0.757 0.737
H 1.01424 3.05006 -0.36992 -0.037 0.336 -0.799
H -0.13349 3.58802 -1.13842 -2.768 0.366 0.094
O -3.43157 -2.14193 -1.47553 2.767 0.358 -2.132
H -2.51924 -2.20404 -1.12278 -0.522 -0.095 -0.684
H -3.93335 -2.22605 -0.72406 -2.250 -0.370 2.664
O -1.20834 -2.55440 0.60044 -2.211 1.497 0.002
H -0.52198 -2.09305 1.06955 0.794 0.009 0.458
H -1.97615 -1.90917 0.74250 1.412 -1.449 -0.199